# C4H7ClNO2

The ion C4H7ClNO2 with charge +1 (ωB97M-V/def2-TZVPD, the OMol25 dataset).

The SMILES is [NH3+]C1(C(=O)OCl)CC1. For the frontier orbital gap, the calculation gives 9.7 eV. For the energy above the lowest of the compared OMol25 structures with the same formula, charge and spin, the calculation gives 105.10 kJ/mol. The HOMO energy comes out at -13.7 eV. The net charge is +1.

CARTESIAN COORDINATES (ANGSTROEM)
C1 -1.20 -0.61 0.06
C2 0.63 1.12 0.74
C3 0.55 1.13 -0.74
C4 0.17 -0.13 0.02
N1 1.08 -1.31 -0.04
O1 -1.62 -1.71 0.05
O2 -2.27 0.69 0.09
Cl1 -3.86 0.17 0.02
H1 1.60 1.08 1.21
H2 -0.12 1.66 1.30
H3 -0.27 1.67 -1.20
H4 1.46 1.10 -1.33
H5 0.47 -2.15 -0.11
H6 1.66 -1.41 0.80
H7 1.70 -1.29 -0.87

---

# C8H4F4NO4

A cluster of 2 separate species, C8H4F4NO4 in total (ωB97M-V/def2-TZVPD, the OMol25 dataset).

For the frontier orbital gap, the calculation gives 4.8 eV. For the energy above the lowest of the compared OMol25 structures with the same formula, charge and spin, the calculation gives 106.60 kJ/mol. The HOMO energy comes out at -3.6 eV. The net charge is -1.

CARTESIAN COORDINATES (ANGSTROEM)
F1 -0.86 -0.05 3.34
C1 -0.66 0.71 2.25
C2 0.34 1.62 2.17
F2 1.18 1.81 3.21
C3 0.48 2.52 1.04
O1 1.42 3.33 0.94
C4 -0.58 2.44 0.02
F3 -0.60 3.41 -0.91
C5 -1.56 1.51 0.10
F4 -2.56 1.47 -0.81
C6 -1.64 0.56 1.20
O2 -2.61 -0.24 1.35
C7 -0.47 -2.07 -0.41
C8 -1.74 -1.79 0.25
N1 -2.00 -2.70 1.27
O3 -3.12 -2.88 1.77
O4 -0.97 -3.31 1.69
H1 -0.42 -1.52 -1.35
H2 0.39 -1.78 0.20
H3 -0.38 -3.15 -0.60
H4 -2.54 -1.38 -0.35

---

# C2H2F3P

A cluster of 2 separate species, C2H2F3P in total (ωB97M-V/def2-TZVPD, the OMol25 dataset).

The SMILES is FC(F)F.C#P. For the frontier orbital gap, the calculation gives 10.6 eV. For the energy above the lowest of the compared OMol25 structures with the same formula, charge and spin, the calculation gives 92.56 kJ/mol. The HOMO energy comes out at -10.3 eV.

CARTESIAN COORDINATES (ANGSTROEM)
C1 -2.47 0.30 0.53
C2 1.56 -0.10 -0.32
F1 1.90 0.45 0.84
F2 0.80 -1.10 0.07
F3 2.68 -0.56 -0.84
P1 -3.86 0.47 -0.16
H1 0.93 0.56 -0.90
H2 -1.54 -0.02 0.78

---

# C11H29BBrNO5P

A cluster of 2 separate species, C11H29BBrNO5P in total (ωB97M-V/def2-TZVPD, the OMol25 dataset).

For the frontier orbital gap, the calculation gives 10.3 eV. For the energy above the lowest of the compared OMol25 structures with the same formula, charge and spin, the calculation gives 13.83 kJ/mol. The HOMO energy comes out at -12.9 eV. The net charge is +1.

CARTESIAN COORDINATES (ANGSTROEM)
C1 4.55 -1.12 1.41
C2 4.05 -0.67 0.04
C3 2.64 -0.08 0.05
C4 1.52 -1.06 -0.33
C5 1.73 -2.49 0.18
N1 0.09 -0.54 0.04
C6 -0.11 0.96 -0.19
C7 0.26 2.05 0.84
C8 -0.84 3.11 0.79
O1 1.47 2.66 0.40
B1 -0.83 -1.25 -1.03
O2 -1.05 -0.67 -2.23
O3 -1.35 -2.43 -0.68
C9 -2.79 -2.68 -0.75
C10 -3.21 -3.54 0.42
P1 -0.46 -1.30 1.68
O4 0.64 -0.69 2.67
Br1 -2.23 0.00 2.03
H1 4.05 -2.02 1.78
H2 5.62 -1.33 1.39
H3 4.40 -0.33 2.15
H4 4.15 -1.47 -0.70
H5 4.72 0.13 -0.30
H6 2.46 0.39 1.02
H7 2.61 0.75 -0.66
H8 1.52 -1.13 -1.42
H9 2.54 -2.94 -0.38
H10 0.85 -3.11 0.03
H11 1.98 -2.52 1.24
H12 -1.17 1.08 -0.41
H13 0.42 1.21 -1.11
H14 0.36 1.68 1.86
H15 -1.78 2.75 1.21
H16 -0.50 3.97 1.37
H17 -0.98 3.43 -0.24
H18 2.02 2.91 1.15
H19 -0.32 -0.18 -2.62
H20 -3.01 -3.15 -1.71
H21 -3.30 -1.72 -0.73
H22 -3.99 -4.24 0.12
H23 -3.54 -2.95 1.27
H24 -2.35 -4.13 0.74
H25 1.31 -0.09 2.31
C11 -3.94 4.05 -2.00
O5 -2.72 3.30 -2.01
H26 -3.82 4.83 -1.26
H27 -4.13 4.52 -2.97
H28 -4.79 3.43 -1.73
H29 -2.81 2.62 -2.68

---

# C16H27N4O6STl

A structure of composition C16H27N4O6STl (ωB97M-V/def2-TZVPD, the OMol25 dataset).

For the frontier orbital gap (alpha / beta), the calculation gives 6.1 / 6.1 eV. For the energy above the lowest of the compared OMol25 structures with the same formula, charge and spin, the calculation gives 107.99 kJ/mol. The HOMO energy (alpha / beta) comes out at -13.6 / -13.6 eV. The net charge is +2.

CARTESIAN COORDINATES (ANGSTROEM)
Tl1 0.75 1.01 0.97
C1 -2.18 0.53 2.87
C2 -2.13 2.04 2.62
O1 -0.81 2.55 2.64
C3 -0.29 2.84 3.93
C4 1.16 2.37 4.03
O2 1.17 0.97 3.79
C5 2.44 0.35 3.93
C6 2.31 -1.11 3.42
O3 1.24 -1.27 2.50
C7 0.02 -1.69 3.10
C8 -1.13 -1.49 2.12
O4 -1.43 -0.13 1.85
H1 -3.22 0.19 2.84
H2 -1.76 0.32 3.86
H3 -2.76 2.55 3.36
H4 -2.51 2.27 1.61
H5 -0.88 2.34 4.71
H6 -0.32 3.92 4.10
H7 1.55 2.58 5.03
H8 1.78 2.89 3.29
H9 2.75 0.36 4.98
H10 3.18 0.90 3.34
H11 2.16 -1.79 4.27
H12 3.22 -1.40 2.90
H13 -0.15 -1.11 4.02
H14 0.10 -2.75 3.37
H15 -2.02 -2.01 2.49
H16 -0.84 -1.91 1.15
O5 -1.20 2.50 -0.52
N1 -1.20 2.18 -1.64
N2 -0.92 1.45 -2.50
O6 -0.02 -0.28 -1.48
C9 -1.18 1.45 -3.85
C10 -2.11 2.37 -4.36
C11 -2.34 2.42 -5.72
C12 -1.69 1.54 -6.57
C13 -0.79 0.61 -6.06
C14 -0.53 0.56 -4.70
H17 -2.61 3.05 -3.69
H18 -3.04 3.14 -6.11
H19 -1.89 1.58 -7.63
H20 -0.29 -0.06 -6.73
H21 0.19 -0.14 -4.30
C15 2.11 -4.63 -2.98
N3 0.97 -3.75 -2.76
C16 1.03 -2.54 -2.22
N4 2.16 -1.95 -1.86
S1 -0.46 -1.68 -1.93
H22 1.82 -5.42 -3.66
H23 2.44 -5.08 -2.04
H24 2.94 -4.08 -3.44
H25 0.06 -4.12 -2.99
H26 3.06 -2.40 -1.90
H27 2.09 -1.03 -1.46

---

# C29H19Br2CrN2O3

A structure of composition C29H19Br2CrN2O3 (ωB97M-V/def2-TZVPD, the OMol25 dataset).

For the frontier orbital gap (alpha / beta), the calculation gives 6.3 / 3.8 eV. The spin multiplicity is 4. The HOMO energy (alpha / beta) comes out at -11.8 / -13.5 eV. As for the expectation value of S²: 3.848. The net charge is +2.

CARTESIAN COORDINATES (ANGSTROEM)
O1 4.82 0.41 1.94
C1 4.56 0.30 0.81
Cr1 4.04 -0.23 -0.96
C2 2.75 -1.21 -0.03
O2 2.02 -1.89 0.58
C3 4.95 -1.88 -0.64
O3 5.34 -2.92 -0.28
C4 5.36 0.70 -2.43
C5 4.69 1.70 -1.72
C6 3.30 1.66 -1.59
C7 2.52 0.61 -2.14
C8 1.15 0.39 -1.71
C9 -0.02 0.14 -1.40
C10 -1.33 -0.17 -1.04
C11 -1.65 -1.61 -0.91
C12 -0.81 -2.53 -1.60
C13 -1.13 -3.87 -1.77
C14 -2.27 -4.40 -1.17
C15 -3.06 -3.55 -0.38
C16 -2.72 -2.20 -0.20
C17 -2.25 0.97 -0.92
C18 -1.80 2.26 -1.35
C19 -2.63 3.38 -1.33
C20 -3.90 3.30 -0.76
C21 -4.34 2.07 -0.25
C22 -3.57 0.91 -0.43
C23 3.22 -0.35 -2.91
C24 4.61 -0.33 -3.03
H1 6.45 0.69 -2.49
H2 5.26 2.51 -1.26
H3 2.79 2.43 -1.02
H4 0.11 -2.15 -2.06
H5 -0.47 -4.51 -2.37
H6 -2.57 -5.43 -1.36
H7 -3.95 -3.97 0.11
H8 -3.27 -1.61 0.54
H9 -0.80 2.35 -1.78
H10 -2.28 4.33 -1.75
H11 -4.58 4.16 -0.76
H12 -5.29 2.01 0.29
H13 -4.01 -0.05 -0.18
H14 2.66 -1.16 -3.37
H15 5.14 -1.12 -3.58
Br1 -3.97 1.68 4.80
C25 -2.49 1.04 3.75
C26 -1.22 0.88 4.37
N1 -1.08 1.13 5.69
C27 -0.13 0.46 3.55
Br2 1.61 0.25 4.35
C28 -0.36 0.21 2.20
N2 -1.59 0.27 1.66
C29 -2.61 0.70 2.41
H16 -0.20 1.01 6.16
H17 -1.89 1.43 6.23
H18 0.47 -0.06 1.56
H19 -3.58 0.82 1.95

---

# C5H8N2O3

The molecule C5H8N2O3 (ωB97M-V/def2-TZVPD, the OMol25 dataset).

The SMILES is CC1=NO[C@](C)(O)/C1=N\O. For the frontier orbital gap, the calculation gives 9.4 eV. For the energy above the lowest of the compared OMol25 structures with the same formula, charge and spin, the calculation gives 463.59 kJ/mol. The HOMO energy comes out at -8.8 eV.

CARTESIAN COORDINATES (ANGSTROEM)
C1 -0.15 -0.44 0.09
C2 -1.09 -0.30 -1.01
C3 0.97 0.57 -0.12
C4 -2.42 -0.93 -0.98
C5 1.21 1.57 1.00
N1 -0.80 0.66 -1.76
N2 -0.16 -1.43 0.93
O1 0.25 1.34 -1.44
O2 2.01 -0.01 -0.73
O3 0.87 -1.40 1.87
H1 -2.94 -0.70 -1.88
H2 -2.90 -0.70 -0.07
H3 -2.15 -2.08 -0.87
H4 2.21 1.34 1.54
H5 0.46 1.56 1.74
H6 1.33 2.65 0.65
H7 2.54 0.64 -1.09
H8 0.76 -2.34 2.13

---

# C20H30Cl2GdN3O3S

A structure of composition C20H30Cl2GdN3O3S (ωB97M-V/def2-TZVPD, the OMol25 dataset).

For the frontier orbital gap (alpha / beta), the calculation gives 6.1 / 6.5 eV. For the energy above the lowest of the compared OMol25 structures with the same formula, charge and spin, the calculation gives 0.00 kJ/mol. The spin multiplicity is 8. The HOMO energy (alpha / beta) comes out at -6.3 / -6.7 eV. As for the expectation value of S²: 16.121.

CARTESIAN COORDINATES (ANGSTROEM)
O1 0.23 1.53 -3.28
C1 -0.23 1.32 -4.40
C2 0.08 1.95 -5.71
C3 1.23 2.72 -5.97
H1 2.02 2.79 -5.21
C4 1.31 3.40 -7.21
H2 2.17 4.05 -7.39
C5 0.28 3.28 -8.16
H3 0.32 3.88 -9.08
C6 -0.75 2.37 -7.97
H4 -1.50 2.21 -8.76
C7 -0.84 1.70 -6.76
H5 -1.63 0.97 -6.56
H6 -1.02 0.57 -4.50
C8 -2.55 2.08 -1.04
C9 -2.12 0.98 -0.15
H7 -3.53 2.51 -0.76
H8 -2.66 1.74 -2.09
H9 -1.82 2.90 -1.03
C10 -2.61 0.49 0.97
C11 -3.76 1.03 1.82
H10 -2.11 -0.39 1.43
H11 -4.28 1.87 1.33
H12 -3.41 1.35 2.82
H13 -4.49 0.21 2.00
Gd1 0.05 0.00 -1.19
Cl1 1.08 2.30 -0.67
Cl2 -1.46 -1.22 -2.90
H14 3.97 0.74 -3.53
H15 5.69 1.06 -2.15
C12 3.21 0.45 -2.80
C13 5.08 1.01 -1.24
N1 3.89 0.21 -1.53
H16 2.70 -0.47 -3.13
C14 3.31 -0.53 -0.58
O2 2.11 -0.95 -0.65
H17 5.63 0.54 -0.42
H18 3.95 -0.79 0.28
H19 2.49 1.27 -2.72
H20 4.80 2.04 -0.97
H21 -1.48 -5.44 1.46
H22 -0.56 -6.48 -0.79
C15 -1.87 -4.61 0.83
C16 -1.02 -5.59 -1.25
N2 -1.00 -4.45 -0.33
H23 -1.92 -3.68 1.41
C17 -0.39 -3.32 -0.70
O3 -0.49 -2.19 -0.14
H24 -0.45 -5.31 -2.14
H25 0.23 -3.46 -1.59
H26 -2.87 -4.92 0.48
H27 -2.05 -5.85 -1.53
S1 0.63 -0.77 4.23
C18 1.26 0.87 4.00
C19 1.15 1.23 2.67
N3 0.61 0.24 1.85
C20 0.32 -0.85 2.51
H28 1.66 1.50 4.78
H29 1.44 2.17 2.22
H30 -0.08 -1.75 2.05